1.
{"formula": "C74H167NOP4", "method": "ωB97M-V with the def2-TZVPD basis set", "species": ["C", "H", "C", "H", "C", "H", "H", "H", "C", "H", "C", "H", "H", "C", "C", "H", "H", "C", "H", "H", "H", "H", "H", "H", "H", "H", "C", "H", "H", "C", "H", "H", "H", "H", "H", "C", "C", "H", "H", "H", "H", "P", "H", "H", "H", "H", "H", "C", "H", "H", "C", "H", "H", "H", "H", "H", "H", "H", "H", "C", "H", "H", "C", "C", "H", "H", "H", "C", "H", "H", "H", "H", "C", "C", "H", "C", "H", "C", "C", "C", "H", "H", "H", "H", "H", "C", "C", "C", "H", "H", "H", "H", "C", "H", "H", "H", "C", "H", "P", "H", "H", "C", "C", "C", "H", "C", "C", "C", "C", "H", "C", "H", "H", "H", "C", "H", "C", "C", "H", "H", "H", "C", "H", "C", "C", "H", "C", "H", "C", "C", "N", "H", "C", "H", "H", "C", "C", "C", "C", "C", "H", "H", "H", "C", "C", "H", "H", "H", "C", "H", "H", "H", "H", "H", "H", "C", "H", "H", "H", "H", "C", "H", "H", "O", "H", "H", "H", "H", "C", "H", "H", "C", "H", "H", "H", "C", "H", "C", "H", "H", "H", "C", "H", "C", "H", "H", "H", "H", "C", "H", "H", "H", "C", "H", "H", "C", "H", "H", "H", "C", "H", "H", "H", "H", "H", "P", "H", "H", "H", "C", "H", "H", "H", "H", "H", "H", "H", "H", "H", "H", "H", "H", "P", "C", "H", "H", "H", "C", "C", "H", "H", "H", "C", "H", "H", "H", "H", "C", "H", "H", "H", "H", "H", "C", "H", "H", "H"], "coordinates": [[-4.54, -4.73, 3.48], [4.64, 3.11, -5.55], [2.21, 0.53, 4.95], [3.01, -0.54, 6.73], [-2.48, 2.46, -2.31], [5.80, 4.62, -6.77], [-10.65, -2.51, -0.37], [3.99, -4.40, -9.18], [-1.91, 4.29, 3.12], [2.39, 1.44, 4.38], [1.94, 4.17, 1.33], [3.28, -1.63, -0.05], [-1.42, -1.23, -3.47], [-1.36, 1.11, -5.92], [1.14, 1.33, -2.73], [-1.57, -0.61, 3.55], [7.07, 5.70, -2.16], [6.76, 4.65, 3.80], [5.24, -1.13, 1.62], [4.01, -2.07, -3.97], [-4.70, -3.15, 1.41], [-1.28, 1.87, 8.69], [3.05, 3.25, -1.10], [5.50, 0.02, -5.52], [-2.96, 3.76, 8.35], [1.46, 4.77, -0.83], [5.96, 1.97, 1.00], [-8.03, -8.19, -4.01], [6.78, 3.32, -7.62], [-4.35, 3.59, 2.52], [-3.68, -5.38, 3.27], [5.08, 3.26, 2.53], [-12.26, -4.49, -0.45], [-1.68, -0.88, 1.05], [-0.07, -0.97, 0.30], [-0.09, 0.09, 2.18], [5.87, 2.42, -1.83], [-1.29, -1.02, 7.70], [-5.97, -2.54, -2.13], [-7.75, -7.82, -2.24], [1.36, -5.58, -4.02], [3.24, -0.94, -5.98], [7.65, 5.07, 4.27], [4.01, -0.05, -1.70], [0.76, -1.66, 6.79], [-5.19, 3.78, 1.84], [-5.81, -7.08, -3.46], [5.13, -2.71, -6.85], [-0.69, 5.77, 4.16], [4.09, 4.97, -2.56], [-0.76, -0.34, 0.86], [-9.18, -4.23, -1.11], [-0.84, 0.51, 0.18], [-3.58, 6.42, 1.39], [-4.15, -3.72, 3.49], [5.33, 4.67, -3.92], [4.49, -4.75, -7.13], [5.11, 3.74, -8.16], [-0.35, 3.99, 7.86], [3.87, -1.98, -7.24], [-0.80, -3.64, 7.22], [5.45, -3.42, -9.60], [3.54, -2.06, 2.55], [-5.07, -4.16, 1.25], [-7.97, -2.32, -0.43], [0.52, -4.53, -2.99], [-1.37, 2.77, 0.05], [5.23, -4.04, -7.52], [1.78, 1.01, -6.04], [6.24, 5.54, 3.46], [3.90, -2.05, 3.58], [-5.95, -5.57, 4.99], [2.58, 2.82, 0.95], [6.89, 3.65, -1.95], [2.26, -0.22, 4.16], [2.46, -3.90, -3.10], [1.16, 2.06, 7.31], [3.57, 3.09, -0.15], [2.09, -2.98, -4.29], [4.83, 1.40, -6.84], [0.15, -0.97, -5.44], [6.97, 2.09, 0.60], [-1.35, -3.03, -3.38], [-4.46, -6.38, 5.02], [7.41, 3.54, -2.90], [4.70, 0.18, 5.70], [-2.80, -3.57, 7.76], [1.09, 4.88, 0.19], [6.24, 1.27, 4.59], [0.64, 2.11, -2.15], [3.66, -3.04, 2.08], [-2.18, -0.96, 6.23], [-1.12, 0.34, 3.26], [5.85, 4.22, 1.36], [-5.59, -6.05, -0.95], [-3.63, 4.52, 0.16], [-6.77, -6.57, -3.60], [4.93, 6.22, -3.32], [0.46, 0.41, 5.64], [1.17, -2.41, -4.17], [7.57, 3.49, -1.11], [-3.14, 2.25, -0.88], [-2.45, 4.06, 7.43], [-1.31, 5.70, 3.27], [-4.13, 2.53, 2.50], [-2.73, 4.25, 0.71], [-10.42, -3.31, 0.34], [4.42, 0.05, -0.70], [-1.65, -3.07, 6.83], [0.46, -1.62, -7.06], [-1.04, 1.94, 7.63], [8.01, 3.80, 2.17], [-2.49, 7.60, 3.42], [-1.89, 1.44, 7.17], [1.71, 0.06, -6.57], [0.40, -0.85, 2.44], [-4.89, -5.38, 4.89], [5.07, 5.19, -3.00], [4.12, 4.01, 0.07], [5.20, 2.48, -2.69], [-2.00, 0.75, 2.77], [-2.54, 6.51, 3.43], [5.47, -2.66, -5.81], [5.79, 3.67, -7.31], [-5.32, -2.79, -1.30], [-0.77, 3.67, 6.17], [0.37, -0.70, -6.48], [3.85, 1.67, -7.24], [-0.85, 0.14, -6.96], [-1.70, -2.12, -2.90], [-3.14, 4.46, 2.21], [3.02, 1.26, 6.68], [4.50, 0.38, -5.73], [2.51, -0.20, 0.43], [-6.92, -6.36, -4.65], [-3.89, -3.14, -1.77], [0.00, -1.32, 6.09], [3.51, -0.64, 0.34], [0.36, 1.33, 7.36], [5.19, 1.35, 4.89], [-0.22, 2.08, 4.05], [-3.16, -4.58, 7.54], [-0.60, 0.65, -7.89], [4.18, -0.90, 1.70], [-6.65, -5.30, -2.75], [4.03, -1.30, -8.08], [6.14, -4.55, -7.20], [-3.12, 3.73, 6.64], [5.05, -4.22, -8.97], [-9.03, -4.95, 0.51], [4.17, 0.85, -4.81], [6.17, 4.20, 4.59], [-10.37, -2.61, 1.17], [-1.92, 3.39, -2.43], [-1.84, -3.40, 5.81], [-9.11, -4.01, -0.04], [2.34, -3.31, -2.19], [5.43, 1.03, -7.67], [0.60, 0.63, 8.16], [-7.65, -2.86, 1.24], [5.30, 2.64, -6.28], [1.86, 0.13, -7.64], [-1.16, 3.65, 2.66], [2.36, 1.46, -3.27], [5.05, 2.36, 5.27], [2.06, -3.54, -5.23], [6.47, 1.52, -1.99], [5.79, 5.38, -0.97], [-11.75, -4.12, 0.44], [-2.31, 3.88, 4.05], [2.45, -2.09, 2.67], [1.49, -5.02, -3.10], [-11.77, -4.95, 1.14], [-4.55, -4.61, 5.59], [-1.58, -0.59, -7.32], [6.19, 5.09, -1.94], [-3.63, -1.97, -3.71], [-5.69, -4.72, 2.46], [-0.61, 1.82, -5.56], [3.14, -2.68, -7.65], [5.69, -5.04, -9.29], [-1.05, 3.48, 7.20], [4.88, -0.78, 5.22], [5.96, 3.28, 1.89], [-5.17, -1.87, -0.72], [-2.57, -3.58, 8.82], [-3.29, 2.54, -3.04], [-3.17, -3.29, -0.97], [-7.80, -3.18, 0.21], [-7.61, -4.81, -2.92], [0.21, -1.79, 5.13], [-5.79, -4.74, -3.12], [-3.27, -1.98, -2.68], [6.06, 2.39, -5.54], [-12.51, -3.44, 0.83], [-6.46, -5.42, -1.12], [-2.27, 1.57, -6.31], [0.14, 4.39, -0.01], [-0.80, 5.95, 2.34], [3.24, 0.34, 6.13], [-1.97, 4.91, 0.27], [0.36, 1.07, -3.45], [-4.51, 6.03, 2.90], [-3.14, 1.16, -0.90], [5.33, 0.13, 6.59], [-6.20, -3.93, -0.17], [-3.50, -0.98, -2.32], [0.90, 5.94, 0.35], [3.17, 2.50, 1.81], [7.19, 3.44, 2.79], [1.81, 2.17, 0.51], [7.37, 2.45, 3.20], [-2.93, 6.34, 4.43], [2.68, 4.87, 1.73], [2.76, -1.07, -3.58], [-3.82, -3.95, -2.50], [4.20, 0.07, 2.20], [3.47, -4.29, -3.13], [-4.18, 2.56, -0.85], [0.66, 0.87, 2.10], [5.38, -0.44, -0.89], [-4.14, -4.68, 1.00], [4.89, 1.88, -0.46], [-7.96, -7.42, -3.23], [-1.48, 1.51, 5.08], [-6.15, -5.67, 2.17], [-7.29, -6.00, -0.69], [3.04, -1.77, -4.37], [-2.42, 2.82, 0.34], [-1.21, -1.98, -1.94], [1.29, 3.98, 2.18], [-2.39, 5.14, 7.26], [-0.65, 1.17, 4.45], [1.44, -5.64, -2.20], [1.11, 0.46, -2.07], [-1.78, 1.68, -2.62], [-8.88, -6.85, -3.32], [-1.38, -1.50, 6.72], [6.09, 1.16, 1.72], [-4.47, 3.99, 3.52], [5.93, -2.11, -7.28], [-2.40, 2.11, 1.16], [4.67, 1.56, 3.95], [-3.56, 5.96, 2.38], [-6.51, -4.08, 2.79], [-1.77, 0.60, -5.05], [-3.65, -2.92, 7.55]], "mulliken_charge": [-0.43, 0.10, 0.19, 0.36, -1.09, 0.37, 0.34, 0.36, 0.64, 0.70, -1.08, 0.67, -0.29, -0.72, -0.06, 0.65, 0.50, -1.19, 0.59, 1.01, 0.41, 0.67, 0.79, 0.83, 0.39, 0.22, -1.62, 0.37, 0.36, -0.85, 0.33, -0.06, 0.35, 0.56, 0.60, 1.66, -1.55, 0.36, 0.57, 0.31, 0.36, 0.28, 0.45, -0.67, 0.84, 0.25, 0.37, -0.61, 0.47, 0.07, -1.56, 0.10, -0.18, 0.33, 0.14, -0.12, 0.28, 0.34, 0.48, -0.97, 0.33, 0.30, -1.50, -1.34, 0.53, 0.03, -1.01, -1.06, 0.68, 0.34, 0.36, 0.37, 1.67, -0.96, -0.44, 0.15, 0.69, -2.00, -0.02, -0.66, -0.76, 0.90, 0.46, 0.39, 0.50, -0.95, -1.47, -0.56, 0.43, 0.14, 0.47, 0.42, -1.44, 0.46, 0.56, 0.74, -0.73, 0.49, 0.63, -0.52, 0.38, -1.26, -1.35, -0.40, 0.16, -1.39, -0.85, -0.27, -0.42, 0.59, -1.12, 0.53, 0.44, 0.36, -1.28, -0.37, -1.09, -0.53, 0.84, 0.36, 0.26, -0.67, 0.70, -1.38, -1.50, 0.07, 0.42, 0.36, -1.02, -0.31, 0.54, 0.36, -0.70, -0.83, 0.36, -0.50, -1.52, 0.50, -1.05, -0.79, 0.06, 0.38, 0.42, 0.57, -0.38, 0.79, 0.52, 0.25, -1.23, 0.41, -0.31, 0.14, 0.52, 0.49, 0.27, -0.31, -0.16, 0.30, 0.50, 0.78, -0.19, 0.71, -1.01, -0.85, 0.49, 0.55, 0.65, 0.11, -1.35, 0.31, 0.16, -1.17, 0.35, 0.12, 0.44, -0.32, 0.42, -0.53, 0.27, 0.62, 0.36, -0.23, 0.35, -0.44, 0.72, 0.38, 0.46, 0.27, -1.25, 0.25, 0.71, 0.13, -0.78, 0.33, 0.38, -1.05, 0.50, -0.46, 0.10, -1.10, 0.48, -0.38, 0.33, 0.04, 0.51, 1.47, 0.31, 0.54, -0.54, -0.72, -0.33, 0.43, 0.26, 0.60, -0.03, 0.18, -0.71, 0.50, 0.72, -0.25, 0.88, 0.66, 1.46, -1.15, 0.58, 0.44, 0.62, -0.65, 3.11, 0.08, 0.32, 0.41, -0.64, 0.42, 0.20, -0.04, 0.30, -0.43, 0.57, 0.64, 0.36, -1.31, -0.21, -0.32, 0.39, -0.08, 0.36], "e_homo_ev": -13.294, "charge": 4, "lumo_ha": -0.2690, "de_lowest_kj_mol": 598.97}

2.
{"formula": "C37H74BBr2N3O8PS", "method": "ωB97M-V with the def2-TZVPD basis set", "species": ["Br", "S", "H", "C", "C", "H", "C", "O", "H", "C", "H", "C", "H", "H", "O", "C", "H", "C", "O", "C", "N", "C", "H", "H", "C", "H", "C", "C", "H", "H", "H", "H", "H", "H", "C", "H", "H", "H", "H", "C", "C", "H", "H", "H", "H", "C", "H", "H", "C", "H", "C", "C", "H", "H", "H", "Br", "H", "H", "C", "O", "H", "H", "C", "H", "H", "H", "H", "H", "H", "H", "H", "H", "H", "C", "C", "N", "C", "C", "H", "C", "C", "H", "P", "C", "H", "H", "C", "O", "H", "H", "C", "H", "H", "H", "H", "O", "O", "O", "C", "H", "H", "H", "C", "H", "H", "H", "H", "H", "H", "H", "H", "B", "N", "H", "C", "H", "H", "C", "H", "H", "C", "H", "H", "H", "C", "H", "C"], "coordinates": [[-1.02, -2.29, 0.97], [2.38, -3.53, -0.16], [2.76, 6.59, 0.77], [-5.68, 0.21, -6.84], [-0.15, -3.62, 3.89], [-1.46, 1.47, 4.02], [-1.39, -0.13, -2.66], [-1.70, 2.34, -5.59], [-7.72, 0.37, -6.21], [4.37, -3.98, 3.44], [-6.92, -1.47, -8.33], [2.19, -2.63, 2.95], [4.26, -5.03, 6.43], [-1.21, 0.32, -5.51], [0.85, -1.62, 4.55], [3.17, 4.07, 1.52], [0.75, 6.68, 2.01], [4.80, 6.73, -1.14], [2.98, -1.69, 3.68], [5.21, -3.98, 2.34], [2.66, 7.29, 1.50], [-0.54, 2.69, -4.84], [3.70, 6.70, -1.18], [-6.95, -1.19, -5.88], [6.37, -3.93, 4.76], [0.02, -5.11, 5.43], [2.61, -1.03, 6.26], [-0.20, -1.44, 2.54], [-0.51, 2.22, 0.31], [-1.38, 2.84, -1.14], [1.60, 7.52, 3.29], [3.89, 8.48, 2.69], [-1.20, -3.30, 3.90], [-0.63, -0.15, -3.44], [2.86, -4.01, 3.27], [4.75, -3.99, 1.35], [5.16, 7.61, -1.68], [-1.83, -1.13, -2.57], [4.06, 4.32, 2.10], [0.17, -4.03, 5.35], [-0.78, -3.38, 6.39], [1.27, 5.23, 3.89], [0.47, -0.69, 2.12], [7.14, -3.92, 1.51], [2.43, -4.48, 4.15], [-1.22, -0.64, 3.43], [-8.35, -2.89, -5.93], [0.40, -5.71, 3.43], [-4.22, -0.75, -8.46], [3.20, 3.00, 1.30], [-0.10, -4.87, 2.95], [-3.01, 0.68, -4.31], [5.89, 8.27, 1.36], [2.99, 5.42, 3.67], [-3.44, -1.50, -8.55], [-2.94, -0.45, 2.42], [0.23, 0.84, 4.14], [-3.41, -0.33, -4.42], [-0.70, 0.22, -1.35], [-7.95, -3.99, -7.65], [-1.42, 0.31, -0.53], [-0.05, 3.51, -5.36], [-8.71, -3.01, -6.96], [8.27, -3.84, 3.73], [-3.86, 1.37, -4.37], [-0.01, -0.59, -1.10], [-6.33, -3.60, -6.40], [1.19, -3.79, 5.65], [-0.29, -2.52, 6.85], [-5.71, 0.98, -7.62], [2.23, 0.22, 4.36], [-9.59, -1.07, -7.20], [-9.21, -1.90, -8.70], [-7.05, -0.39, -6.62], [4.25, -4.03, 5.99], [-7.62, -0.89, -7.87], [7.19, -3.89, 3.66], [-0.71, 0.79, 3.59], [4.39, 6.78, 2.62], [3.14, 0.07, 6.83], [4.95, 7.91, 0.92], [5.18, 5.84, -1.63], [2.70, -2.15, 1.22], [5.00, -3.98, 4.67], [-6.17, -4.96, -7.51], [-1.46, -1.13, 4.37], [-8.83, -1.68, -7.70], [1.97, 4.33, 2.24], [-0.50, 1.16, 2.58], [-0.82, 3.05, -3.85], [0.67, -2.41, 3.37], [0.31, 3.31, -0.84], [-2.08, 1.76, -2.87], [-1.75, -3.12, 5.94], [2.01, -0.99, 0.81], [-4.74, -0.82, -7.14], [0.08, 1.40, -1.51], [5.27, 6.73, 0.19], [-2.09, 0.98, -5.49], [-0.98, -4.13, 7.16], [3.17, 4.60, 0.57], [6.83, -3.90, 5.75], [3.97, 7.61, 2.04], [-3.79, 0.23, -8.67], [3.92, 0.02, 7.59], [2.68, -4.72, 2.44], [-2.65, 0.76, -6.40], [2.72, 1.03, 6.54], [0.37, -4.66, 1.98], [-5.00, -0.98, -9.20], [4.68, -3.29, 6.68], [2.17, -0.96, 4.69], [-2.45, 0.82, -2.96], [4.57, 8.70, 0.26], [6.57, -3.93, 2.43], [2.50, -1.90, 6.91], [-9.72, -3.43, -6.88], [1.72, 6.77, 2.50], [-5.35, 0.68, -5.91], [4.06, -1.79, 1.23], [-0.41, 2.49, -0.75], [3.21, -3.77, 5.81], [0.16, 1.86, -4.75], [-6.05, -3.32, -8.14], [-6.56, -3.95, -7.40], [-1.13, -5.21, 2.77], [2.04, 5.42, 3.14]], "mulliken_charge": [-0.02, -0.45, 0.07, -0.46, -0.02, 0.56, -0.15, -0.45, 0.39, -0.04, 0.09, 1.49, 0.38, 0.29, -1.24, -0.68, 0.37, -0.72, -0.88, -0.52, -0.32, -0.56, 0.30, 0.20, -0.52, 0.78, -0.07, -1.68, -0.01, 0.30, 0.43, 0.39, 1.01, 0.17, -1.77, 0.50, 0.34, 0.33, 0.33, -0.05, -1.49, 0.34, 0.52, 0.40, 0.98, 0.63, 0.35, 0.45, -0.89, 0.31, -1.94, -0.70, 0.39, 0.37, 0.24, -0.24, 0.03, 0.30, -0.54, -0.43, 0.33, 0.31, -0.47, 0.38, 0.28, 0.24, 0.29, -0.74, 0.28, 0.39, -0.49, 0.40, 0.37, -0.37, -1.39, -0.32, -0.75, -0.74, 0.19, -1.13, -0.81, 0.24, 0.16, 1.12, 0.32, 0.33, -0.69, -0.25, -0.08, 0.17, 1.01, 0.19, 0.09, 0.28, 0.01, -0.32, -0.38, -0.34, 0.06, 0.40, 0.18, 0.38, -0.21, 0.38, 0.24, 0.59, -0.02, 0.24, 0.25, 0.38, 0.44, 1.56, -0.27, 0.40, -0.78, 0.29, 0.35, -0.78, 0.17, 0.22, -0.28, -0.21, 0.29, 0.15, -0.54, 0.39, -0.55], "e_homo_ev": -5.110, "charge": -1, "lumo_ha": 0.0769}